Record 1
DFT (ωB97M-V with the def2-TZVPD basis set) results for one molecule with the formula C3H6N2.

Energy relative to the best compared isomer or geometry (same formula, charge and spin) ... 42.0 kcal/mol
Energy ... -6186.722 eV
HOMO-LUMO gap ... 10.52 eV
SMILES ... [H]/N=C/C/C=N/[H]

```
! wB97M-V def2-TZVPD RIJCOSX def2/J DEFGRID3
* xyz 0 1
H -3.013 0.368 -0.687
N -2.180 0.592 -0.151
C -1.227 -0.185 -0.059
C 0.046 0.189 0.658
C 1.206 -0.117 -0.250
N 2.230 0.595 -0.029
H 2.986 0.228 -0.609
H -1.359 -1.294 -0.483
H -0.002 -0.554 1.580
H 0.130 1.173 0.907
H 1.183 -0.994 -0.877
*
```

=====

Record 2
DFT (ωB97M-V with the def2-TZVPD basis set) results for a 6-piece molecular cluster, C16H26Br4NO12 overall.

Energy relative to the best compared isomer or geometry (same formula, charge and spin) ... 0.0 kcal/mol
Energy ... -323244.743 eV
HOMO-LUMO gap ... 8.52 eV

```
! wB97M-V def2-TZVPD RIJCOSX def2/J DEFGRID3
* xyz -1 1
N -0.340 2.870 -0.051
O 0.509 3.744 0.181
O -0.133 1.691 0.339
O -1.388 3.140 -0.669
Br 0.009 2.643 4.499
C -1.024 1.341 3.482
C -2.414 1.185 4.011
Br -2.457 0.466 5.834
H -0.461 0.412 3.456
H -1.010 1.743 2.468
H -3.018 0.505 3.416
H -2.947 2.129 4.083
Br 2.561 0.439 2.704
C 2.747 2.125 1.777
C 4.162 2.617 2.011
Br 4.400 4.449 1.434
H 2.017 2.822 2.173
H 2.564 1.981 0.719
H 4.867 2.013 1.440
H 4.471 2.530 3.049
C -2.838 -1.533 1.064
C -3.656 -0.808 0.010
C -2.900 0.319 -0.682
O -3.450 0.257 -2.019
C -3.842 -1.009 -2.251
O -4.122 -1.457 -3.315
O -3.890 -1.711 -1.093
H -1.828 -1.696 0.696
H -3.304 -2.461 1.385
H -2.783 -0.883 1.945
H -4.586 -0.446 0.454
H -1.820 0.189 -0.721
H -3.124 1.300 -0.276
C -0.331 1.105 -3.407
C 1.145 1.389 -3.371
C 1.849 1.026 -2.046
O 2.875 0.104 -2.418
C 2.776 -0.194 -3.733
O 3.471 -0.987 -4.286
O 1.784 0.497 -4.314
H -0.484 0.028 -3.340
H -0.764 1.477 -4.336
H -0.876 1.592 -2.594
H 1.380 2.426 -3.601
H 1.196 0.593 -1.294
H 2.292 1.935 -1.638
C 1.409 -1.669 0.174
C 1.137 -2.929 -0.629
C 1.696 -4.231 -0.007
O 0.540 -4.983 0.334
C -0.588 -4.350 -0.079
O -1.681 -4.771 0.103
O -0.277 -3.208 -0.715
H 0.604 -0.941 0.080
H 2.345 -1.241 -0.180
H 1.487 -1.935 1.228
H 1.474 -2.826 -1.661
H 2.277 -4.000 0.884
H 2.291 -4.811 -0.711
*
```

=====

Record 3
DFT (ωB97M-V with the def2-TZVPD basis set) results for a 2-piece molecular cluster, C2H4NP overall.

Energy relative to the best compared isomer or geometry (same formula, charge and spin) ... 96.4 kcal/mol
Energy ... -12912.349 eV
HOMO-LUMO gap (alpha / beta) ... 8.29 / 8.29 eV

```
! wB97M-V def2-TZVPD RIJCOSX def2/J DEFGRID3
* xyz 0 1
C 1.805 0.028 -0.077
C 0.742 -0.728 -0.586
N 1.644 -1.083 0.500
P -1.782 -0.545 0.007
H 2.388 1.023 0.075
H 0.702 -1.177 -1.502
H -0.855 -0.340 1.062
H -1.852 -1.988 0.104
*
```

=====

Record 4
DFT (ωB97M-V with the def2-TZVPD basis set) results for one molecule with the formula C5H6O.

Energy relative to the best compared isomer or geometry (same formula, charge and spin) ... 63.8 kcal/mol
Energy ... -7326.520 eV
HOMO-LUMO gap ... 8.77 eV

```
! wB97M-V def2-TZVPD RIJCOSX def2/J DEFGRID3
* xyz 0 1
C -2.015 0.057 0.149
C -0.501 -0.169 0.006
C 0.425 0.839 0.126
C 1.737 0.303 -0.065
C 1.905 -0.975 -0.307
O 0.002 -1.366 -0.247
H -2.263 1.108 0.379
H -2.442 -0.559 0.948
H -2.550 -0.205 -0.771
H 0.214 1.878 0.331
H 2.732 0.740 -0.052
H 2.798 -1.615 -0.500
*
```

=====

Record 5
DFT (ωB97M-V with the def2-TZVPD basis set) results for C5H8O as an isolated structure.

Energy relative to the best compared isomer or geometry (same formula, charge and spin) ... 75.1 kcal/mol
Energy ... -7358.998 eV
HOMO-LUMO gap ... 10.06 eV

```
! wB97M-V def2-TZVPD RIJCOSX def2/J DEFGRID3
* xyz 0 1
C 2.476 1.272 -0.133
C 1.649 0.769 0.779
C -1.550 -1.554 0.504
C -1.668 -0.289 0.093
C -0.931 -0.727 -1.147
O -0.872 -2.076 -0.577
H 3.262 0.672 -0.585
H 2.404 2.306 -0.462
H 0.864 1.368 1.233
H 1.719 -0.265 1.108
H -2.093 0.632 0.461
H -1.816 -2.184 1.345
H -1.492 -0.741 -2.086
H 0.078 -0.333 -1.289
*
```

=====

Record 6
DFT (ωB97M-V with the def2-TZVPD basis set) results for a 5-piece molecular cluster, C10H30O5 overall.

Energy relative to the best compared isomer or geometry (same formula, charge and spin) ... 142.7 kcal/mol
Energy ... -21087.002 eV
HOMO-LUMO gap ... 9.84 eV
SMILES ... CCO.CCO.CCO.CCO.CCO

```
! wB97M-V def2-TZVPD RIJCOSX def2/J DEFGRID3
* xyz 0 1
C -1.020 1.153 -3.429
C 0.461 1.213 -3.885
O 1.268 0.519 -3.152
H -1.243 1.496 -2.358
H -1.450 0.110 -3.501
H -1.762 1.692 -4.147
H 0.937 2.216 -4.066
H 0.609 0.920 -5.031
H 2.011 0.597 -3.671
C 4.229 0.683 0.179
C 3.350 1.875 0.431
O 2.272 1.273 1.165
H 3.742 0.115 -0.556
H 4.710 0.090 1.020
H 5.102 0.787 -0.268
H 2.919 2.011 -0.583
H 3.784 2.726 0.893
H 1.661 0.709 0.690
C 1.844 -0.322 4.500
C 1.465 0.016 5.864
O 0.119 0.424 5.971
H 2.880 -0.488 4.529
H 1.876 0.566 3.870
H 0.954 -1.010 3.876
H 2.201 0.651 6.324
H 1.547 -0.764 6.551
H -0.130 0.546 6.860
C 0.082 -2.398 0.460
C -0.216 -1.528 -0.635
O 0.586 -0.361 -0.669
H 0.961 -2.968 0.477
H -0.595 -3.361 0.542
H 0.127 -1.867 1.371
H -1.298 -1.300 -0.724
H -0.180 -2.126 -1.600
H 1.078 -0.143 -1.580
C -4.363 -0.544 -1.035
C -5.552 -0.311 -1.904
O -5.062 -0.038 -3.191
H -3.546 0.028 -1.354
H -3.572 -1.456 -1.105
H -4.529 -0.415 0.019
H -6.156 0.540 -1.459
H -6.353 -1.291 -1.981
H -5.745 -0.265 -3.706
*
```